[1]
{"formula": "C32H43CoN4O6S2Si", "method": "ωB97M-V/def2-TZVPD", "symbols": ["Co", "O", "C", "C", "C", "C", "C", "C", "C", "O", "N", "N", "C", "C", "C", "C", "C", "C", "C", "O", "H", "H", "H", "H", "H", "H", "H", "H", "H", "H", "C", "C", "C", "C", "O", "Si", "S", "O", "C", "C", "C", "C", "O", "C", "C", "C", "C", "H", "H", "H", "H", "H", "H", "H", "H", "H", "H", "H", "H", "H", "H", "H", "H", "H", "H", "H", "H", "H", "H", "H", "H", "H", "H", "H", "N", "C", "S", "C", "C", "C", "N", "C", "C", "H", "H", "H", "H", "H", "H"], "xyz": [[0.822, -1.323, -1.070], [0.529, 1.191, -4.605], [1.835, 1.124, -4.903], [2.331, 1.980, -5.887], [3.665, 1.960, -6.238], [4.534, 1.073, -5.616], [4.061, 0.220, -4.643], [2.717, 0.229, -4.268], [2.262, -0.605, -3.156], [1.039, -0.523, -2.739], [3.126, -1.384, -2.549], [2.575, -1.960, -1.459], [3.324, -2.718, -0.712], [2.866, -3.365, 0.467], [3.710, -4.260, 1.142], [3.292, -4.936, 2.262], [1.996, -4.732, 2.739], [1.145, -3.856, 2.113], [1.542, -3.136, 0.961], [0.702, -2.347, 0.381], [0.362, 0.570, -3.855], [1.645, 2.673, -6.349], [4.035, 2.641, -6.991], [5.582, 1.064, -5.877], [4.723, -0.464, -4.138], [4.355, -2.887, -1.021], [4.704, -4.424, 0.751], [3.955, -5.627, 2.765], [1.655, -5.282, 3.605], [0.142, -3.689, 2.477], [1.036, 0.667, 2.864], [-0.489, 0.607, 2.743], [-1.119, 1.985, 2.947], [-1.034, -0.375, 3.779], [-0.769, 0.171, 1.427], [-2.088, -0.402, 0.696], [-1.436, -1.090, -1.191], [-3.305, 0.677, 0.508], [-3.741, 1.570, -0.503], [-4.577, 2.649, 0.200], [-4.615, 0.809, -1.507], [-2.569, 2.194, -1.251], [-2.685, -1.567, 1.659], [-3.944, -2.198, 1.721], [-4.947, -1.221, 2.339], [-4.399, -2.632, 0.329], [-3.759, -3.424, 2.623], [1.337, 0.765, 3.904], [1.434, 1.505, 2.301], [1.452, -0.248, 2.450], [-0.907, 2.360, 3.945], [-2.195, 1.903, 2.813], [-0.725, 2.685, 2.212], [-0.698, -0.090, 4.773], [-0.678, -1.373, 3.546], [-2.118, -0.382, 3.755], [-5.383, 2.182, 0.763], [-5.006, 3.327, -0.535], [-3.960, 3.219, 0.889], [-5.504, 0.414, -1.021], [-4.039, -0.012, -1.926], [-4.920, 1.473, -2.313], [-1.896, 2.685, -0.555], [-2.927, 2.919, -1.979], [-2.030, 1.407, -1.773], [-4.956, -0.313, 1.744], [-4.637, -0.961, 3.348], [-5.944, -1.653, 2.367], [-4.583, -1.757, -0.284], [-5.305, -3.231, 0.391], [-3.610, -3.210, -0.143], [-3.364, -3.116, 3.588], [-3.047, -4.106, 2.166], [-4.706, -3.938, 2.768], [4.777, 4.506, 0.554], [3.429, 4.387, 0.214], [2.544, 5.825, 0.069], [2.867, 3.112, 0.046], [1.529, 2.921, -0.394], [1.040, 1.665, -0.587], [1.744, 0.537, -0.365], [3.004, 0.695, 0.073], [3.593, 1.909, 0.281], [5.095, 5.464, 0.499], [5.383, 3.868, 0.055], [0.914, 3.786, -0.589], [0.033, 1.518, -0.940], [3.562, -0.214, 0.264], [4.607, 1.941, 0.652]], "atomic_forces_ev_per_a": [[0.17, 1.15, 0.30], [-0.14, -0.10, 0.14], [0.23, -0.16, 0.04], [-0.08, 0.08, -0.07], [-0.20, -0.04, 0.08], [0.22, -0.14, 0.05], [-0.03, 0.09, -0.10], [-0.21, 0.27, -0.16], [1.21, -0.86, 0.75], [-1.08, -0.02, -0.63], [0.54, 0.63, -1.19], [0.43, -0.75, 1.25], [-0.33, 0.57, -1.03], [-0.80, -0.10, 0.77], [-0.07, 0.10, -0.07], [0.11, -0.12, 0.05], [0.06, 0.03, -0.07], [-0.18, 0.32, -0.22], [1.36, -0.83, 0.11], [-1.19, -0.15, 0.50], [-0.01, 0.25, -0.19], [-0.10, 0.06, -0.04], [-0.02, 0.05, -0.04], [0.07, -0.02, -0.03], [0.06, -0.06, 0.08], [-0.10, 0.12, -0.16], [0.13, 0.01, -0.04], [0.03, -0.02, -0.01], [-0.04, 0.02, 0.09], [-0.10, 0.02, 0.00], [-0.34, 0.05, -0.14], [0.29, 0.34, 0.69], [0.18, -0.28, -0.13], [0.04, 0.15, -0.24], [-0.05, 0.07, -0.15], [0.33, -0.20, -0.62], [0.08, 0.02, -0.19], [0.02, -0.09, 0.22], [-0.37, 0.48, -0.43], [0.25, -0.33, -0.12], [0.18, 0.06, 0.30], [-0.13, -0.16, 0.16], [0.21, -0.16, 0.20], [-0.48, -0.25, 0.22], [0.20, -0.17, -0.14], [0.24, 0.07, 0.28], [0.01, 0.32, -0.26], [0.03, 0.05, 0.13], [0.09, 0.11, -0.12], [0.10, -0.15, 0.02], [0.02, 0.07, 0.12], [-0.20, 0.08, 0.03], [0.05, 0.08, -0.06], [0.05, 0.05, 0.11], [0.04, -0.22, 0.04], [-0.18, -0.07, 0.08], [-0.09, -0.04, 0.05], [-0.04, 0.09, -0.06], [0.10, 0.06, 0.06], [-0.11, -0.07, 0.06], [0.02, -0.11, -0.12], [-0.05, 0.05, -0.09], [0.13, 0.15, 0.11], [-0.03, 0.11, -0.04], [0.09, 0.09, -0.10], [-0.13, 0.09, -0.02], [0.00, 0.00, 0.16], [-0.17, -0.08, 0.05], [-0.12, 0.12, -0.17], [-0.13, -0.04, -0.02], [0.06, -0.13, -0.09], [0.01, 0.05, 0.13], [0.09, -0.13, -0.07], [-0.12, -0.09, 0.04], [0.26, -0.33, 0.01], [-0.31, 0.87, -0.01], [-0.05, 0.11, 0.03], [0.21, -0.22, 0.04], [-0.15, -0.06, -0.04], [-0.13, 0.32, 0.00], [-0.06, -0.85, -0.11], [0.20, -0.07, 0.01], [0.05, -0.04, 0.03], [-0.12, -0.13, -0.06], [0.10, -0.02, 0.05], [-0.04, 0.03, -0.03], [-0.15, -0.02, -0.07], [0.03, -0.05, 0.02], [0.05, -0.05, 0.05]], "charge": -1, "spin_multiplicity": 4, "total_energy_ev": -119310.6171, "homo_energy_ev": [-2.6, -4.6]}

=====

[2]
{"formula": "C32H43HgN3O", "method": "ωB97M-V/def2-TZVPD", "symbols": ["Hg", "N", "N", "C", "C", "C", "C", "H", "H", "H", "C", "C", "H", "H", "H", "C", "C", "H", "H", "H", "C", "H", "H", "H", "C", "H", "H", "H", "C", "H", "C", "H", "C", "H", "C", "H", "C", "C", "H", "C", "C", "H", "C", "H", "N", "C", "C", "C", "H", "C", "C", "H", "H", "H", "C", "H", "C", "C", "H", "H", "H", "C", "H", "H", "H", "C", "C", "O", "C", "C", "H", "H", "H", "H", "H", "H", "H", "H", "H", "H"], "xyz": [[-0.051, -0.304, 0.432], [-0.391, -2.444, 1.684], [0.347, -3.218, -1.007], [2.308, 1.349, 0.295], [3.302, 0.490, 0.763], [2.945, 0.047, 2.078], [3.742, -0.854, 2.944], [4.687, -1.120, 2.461], [3.201, -1.789, 3.157], [3.968, -0.380, 3.910], [1.767, 0.679, 2.464], [1.208, 0.702, 3.830], [1.890, 1.233, 4.517], [1.069, -0.311, 4.238], [0.244, 1.224, 3.867], [1.223, 1.384, 1.289], [0.331, 2.575, 1.420], [-0.528, 2.380, 2.075], [-0.073, 2.885, 0.447], [0.900, 3.428, 1.830], [4.542, 0.142, 0.031], [5.329, -0.157, 0.731], [4.905, 1.004, -0.543], [4.389, -0.680, -0.685], [2.329, 2.153, -0.946], [1.315, 2.295, -1.346], [2.917, 1.662, -1.733], [2.766, 3.155, -0.785], [-1.037, -2.233, 2.849], [-0.899, -1.241, 3.311], [-1.857, -3.195, 3.443], [-2.391, -2.934, 4.355], [-1.941, -4.473, 2.868], [-2.658, -5.216, 3.205], [-1.076, -4.776, 1.841], [-0.966, -5.748, 1.368], [-0.347, -3.724, 1.219], [0.306, -4.095, 0.033], [0.417, -5.133, -0.281], [0.036, -1.862, -1.026], [0.627, -3.671, -2.312], [0.936, -4.687, -2.472], [0.411, -2.655, -3.133], [0.491, -2.622, -4.203], [0.131, -1.518, -2.350], [0.150, -0.220, -2.968], [1.367, 0.165, -3.560], [1.411, 1.340, -4.317], [2.352, 1.634, -4.788], [0.276, 2.132, -4.495], [0.345, 3.395, -5.305], [0.345, 4.284, -4.664], [-0.515, 3.478, -5.977], [1.253, 3.405, -5.914], [-0.930, 1.707, -3.932], [-1.835, 2.296, -4.097], [-1.028, 0.505, -3.219], [-2.367, 0.009, -2.770], [-2.625, -0.955, -3.231], [-3.135, 0.735, -3.068], [-2.431, -0.110, -1.679], [2.612, -0.646, -3.375], [2.568, -1.596, -3.917], [2.827, -0.857, -2.320], [3.468, -0.079, -3.768], [-4.467, 2.372, 1.002], [-3.493, 1.293, 0.565], [-2.559, 0.915, 1.587], [-3.197, 0.470, 2.797], [-3.299, 1.538, 3.865], [-5.032, 2.712, 0.132], [-3.943, 3.240, 1.416], [-5.187, 1.994, 1.737], [-2.879, 1.640, -0.277], [-4.053, 0.397, 0.237], [-4.191, 0.045, 2.571], [-2.575, -0.354, 3.163], [-4.042, 2.296, 3.596], [-3.626, 1.054, 4.792], [-2.330, 2.017, 4.049]], "atomic_forces_ev_per_a": [[-0.58, 1.00, 0.11], [-0.05, -0.23, 1.18], [0.38, 2.50, -2.36], [-0.52, -0.72, 1.06], [-0.76, 0.36, 0.43], [-0.06, 0.88, -0.30], [0.09, -0.32, 0.24], [-0.03, -0.05, 0.15], [0.14, 0.06, 0.03], [0.06, -0.12, -0.01], [-0.03, -0.01, -1.55], [-0.22, -0.15, 0.51], [-0.17, -0.10, -0.02], [-0.04, 0.14, 0.07], [0.08, -0.12, 0.00], [1.79, 0.17, 0.69], [-0.20, 0.58, 0.13], [0.18, 0.05, -0.18], [0.02, -0.09, 0.16], [-0.12, -0.01, -0.03], [0.28, -0.17, -0.34], [0.05, -0.01, -0.18], [0.04, -0.14, 0.05], [0.18, 0.04, 0.10], [-0.04, 0.19, -0.55], [0.18, 0.01, 0.00], [-0.08, 0.18, 0.09], [-0.13, -0.16, -0.06], [-0.29, -0.99, -0.20], [-0.06, -0.56, -0.39], [0.16, 1.28, 0.45], [-0.03, -0.10, -0.19], [0.83, -0.71, -0.68], [0.16, 0.05, 0.24], [-0.67, 0.14, 0.90], [-0.45, 0.00, 0.24], [0.50, -0.76, -0.79], [-0.26, -0.49, 1.72], [-0.38, 0.27, 0.29], [1.28, -2.13, -1.50], [-0.46, -0.24, 1.68], [-0.14, -0.10, -0.14], [0.07, 1.58, -0.28], [0.01, 0.22, -0.09], [-0.33, -1.43, -1.04], [0.06, 0.17, -0.76], [-0.42, 0.42, 0.23], [-0.30, -0.30, -0.03], [-0.27, -0.02, 0.18], [0.11, 0.14, 0.48], [0.02, -0.11, -0.14], [-0.01, -0.14, -0.08], [0.02, 0.05, 0.04], [-0.08, 0.12, 0.01], [0.06, -0.49, -0.12], [0.27, -0.14, 0.01], [0.49, 0.19, 0.16], [-0.51, 0.08, 0.16], [0.15, 0.12, 0.09], [0.11, -0.18, 0.05], [0.21, -0.07, -0.20], [0.63, 0.12, -0.07], [0.07, 0.11, 0.14], [-0.23, -0.03, -0.14], [-0.17, -0.16, 0.07], [-0.11, 0.15, -0.12], [0.45, -0.22, 0.30], [-1.29, 0.27, 0.45], [0.44, -0.34, -0.64], [-0.17, 0.16, 0.09], [-0.05, 0.00, -0.03], [-0.05, -0.17, -0.04], [0.11, 0.12, -0.07], [-0.08, -0.12, 0.24], [0.15, 0.19, 0.03], [0.20, 0.08, 0.04], [-0.28, 0.23, -0.09], [0.25, -0.01, 0.16], [0.02, 0.10, 0.06], [-0.19, -0.10, -0.12]], "de_lowest_kcal_mol": 0.0, "charge": -2, "total_energy_ev": -44568.3571, "homo_energy_ev": [2.8, 1.3]}